Model one:
The following is a quantum chemistry calculation of a structure of composition C28H29AsN2OS5SbW, from the Open Molecules 2025 dataset.

Last column: Mulliken charge in e.
Element x y z (Å)
1 W -1.5220 -0.9320 -0.4648  0.127
2 S -3.1650 0.7355 -1.1110  -0.234
3 As -2.7524 -1.0066 -2.5981  0.381
4 S -3.2636 -2.5235 -0.9053  -0.312
5 S -0.0081 0.7514 -1.0777  -0.307
6 S -4.0274 -1.0699 -4.2448  -0.176
7 C -5.2101 2.1497 1.6961  -1.032
8 C -4.1143 2.4248 2.7219  -0.582
9 N -4.2608 1.6377 3.9429  0.188
10 C -5.3698 1.9660 4.8438  -0.779
11 C -6.5017 0.9442 4.7891  -1.063
12 C -3.4213 0.6596 4.3396  0.328
13 O -3.5234 0.0531 5.3918  -0.600
14 C -2.2668 0.2820 3.4373  -0.159
15 C -0.9777 0.4112 3.9570  -0.203
16 C 0.0862 -0.1284 3.2477  -1.058
17 C -0.1389 -0.7057 2.0287  -0.279
18 N -1.3885 -0.7694 1.4668  0.200
19 C -2.4428 -0.3280 2.2266  -0.011
20 H -5.0115 2.7098 0.7820  0.367
21 H -6.1846 2.4566 2.0748  0.365
22 H -5.2555 1.0875 1.4494  0.220
23 H -4.1308 3.4824 2.9969  0.352
24 H -3.1378 2.2274 2.2853  0.368
25 H -5.7287 2.9573 4.5697  0.413
26 H -4.9742 2.0010 5.8592  0.402
27 H -6.9030 0.8518 3.7798  0.281
28 H -7.3075 1.2510 5.4552  0.375
29 H -6.1366 -0.0273 5.1170  0.316
30 H -0.8348 0.8862 4.9185  0.548
31 H 1.0880 -0.1206 3.6525  0.490
32 H 0.6506 -1.1643 1.4506  0.742
33 H -3.4245 -0.5216 1.8128  0.658
34 S 0.1183 -2.4021 -1.0665  -0.442
35 Sb 1.9143 -0.6042 -1.9296  1.886
36 C 2.8695 1.3776 -1.9414  0.267
37 C 3.0192 1.9566 -0.6847  -0.273
38 C 3.4990 3.2516 -0.5668  -0.737
39 C 3.8229 3.9800 -1.7035  -0.544
40 C 3.6644 3.4079 -2.9545  -0.729
41 C 3.1853 2.1078 -3.0772  -0.521
42 C 1.9118 -1.5268 -3.8961  0.952
43 C 2.5226 -0.8727 -4.9600  -0.278
44 C 2.6187 -1.5076 -6.1897  -0.656
45 C 2.1153 -2.7877 -6.3569  -0.523
46 C 1.5142 -3.4379 -5.2894  -0.754
47 C 1.4108 -2.8114 -4.0546  -0.715
48 C 3.3801 -1.6476 -0.7211  0.908
49 C 4.5018 -0.9562 -0.2798  -0.465
50 C 5.4571 -1.6166 0.4826  -0.663
51 C 5.2957 -2.9583 0.7917  -0.551
52 C 4.1957 -3.6540 0.3112  -0.669
53 C 3.2348 -3.0014 -0.4490  -0.617
54 H 2.7589 1.4018 0.2113  0.548
55 H 3.6175 3.6920 0.4149  0.397
56 H 4.1924 4.9927 -1.6135  0.396
57 H 3.9121 3.9692 -3.8463  0.409
58 H 3.0579 1.6927 -4.0660  0.378
59 H 2.9369 0.1170 -4.8447  0.137
60 H 3.0928 -0.9954 -7.0168  0.411
61 H 2.1961 -3.2830 -7.3153  0.393
62 H 1.1210 -4.4388 -5.4086  0.417
63 H 0.9406 -3.3406 -3.2408  0.320
64 H 4.6460 0.0838 -0.5393  0.449
65 H 6.3319 -1.0770 0.8216  0.417
66 H 6.0335 -3.4672 1.3980  0.395
67 H 4.0781 -4.7098 0.5180  0.413
68 H 2.3922 -3.5634 -0.8285  0.315

For the HOMO-LUMO gap (spin up / spin down), the calculation gives 5.49 / 4.83 eV. As for the spin multiplicity: 3. The calculation puts the HOMO energy (spin up / spin down) at -10.486 / -10.760 eV. Its charge is +1.

***

Model two:
The following is a quantum chemistry calculation of a structure of composition C28H29AsN2OS5SbW, from the Open Molecules 2025 dataset.

Last column: Mulliken charge in e.
Element x y z (Å)
1 W -0.5075 -0.4805 0.0155  1.142
2 S -1.7201 0.4229 1.8414  -0.140
3 As -3.2005 0.3003 0.1441  0.258
4 S -1.7565 1.3593 -1.1294  -0.259
5 S -2.4421 -1.7691 -0.4518  -0.274
6 S -5.1833 0.6141 0.3384  -0.274
7 C 2.6868 -7.0644 -2.0976  -1.120
8 C 3.5305 -6.0170 -2.8065  -0.609
9 N 2.7173 -4.9119 -3.3291  0.353
10 C 2.1675 -5.0864 -4.6732  -0.751
11 C 3.1922 -4.8529 -5.7734  -1.145
12 C 2.3656 -3.9517 -2.4639  -0.272
13 O 2.6926 -3.9686 -1.2749  -0.647
14 C 1.5712 -2.7505 -2.9134  0.176
15 C 1.7521 -1.9954 -4.0651  0.578
16 C 1.0686 -0.7968 -4.2103  -1.176
17 C 0.2709 -0.3385 -3.1788  -0.236
18 N 0.0988 -1.0644 -2.0711  0.025
19 C 0.6969 -2.2528 -1.9649  -0.365
20 H 3.3153 -7.8892 -1.7625  0.402
21 H 1.9257 -7.4765 -2.7619  0.315
22 H 2.1962 -6.6319 -1.2268  0.267
23 H 4.0631 -6.4517 -3.6517  0.404
24 H 4.2692 -5.5949 -2.1280  0.329
25 H 1.3050 -4.4347 -4.7928  0.462
26 H 1.7797 -6.1060 -4.7359  0.367
27 H 3.6534 -3.8675 -5.6890  0.246
28 H 2.7177 -4.9298 -6.7514  0.387
29 H 3.9921 -5.5919 -5.7375  0.404
30 H 2.4449 -2.3189 -4.8296  0.360
31 H 1.1872 -0.1909 -5.0971  0.478
32 H -0.2397 0.6142 -3.2087  0.314
33 H 0.5051 -2.8238 -1.0617  0.696
34 S 1.5282 0.7367 0.1163  -0.632
35 Sb 2.8406 -1.2397 0.3749  1.123
36 C 4.1831 -0.9210 1.9721  0.685
37 C 4.9621 0.2319 1.9396  -0.500
38 C 5.8811 0.4593 2.9530  -0.633
39 C 6.0257 -0.4647 3.9793  -0.509
40 C 5.2553 -1.6189 3.9988  -0.695
41 C 4.3265 -1.8504 2.9943  -0.333
42 C 0.3721 -1.8900 1.5060  0.892
43 C 0.8800 -1.3709 2.7219  -0.197
44 C 1.0359 -2.1638 3.8469  -0.964
45 C 0.7318 -3.5156 3.7871  -0.377
46 C 0.2662 -4.0713 2.5976  -1.110
47 C 0.0833 -3.2747 1.4853  -0.663
48 C 4.1124 -1.0757 -1.3213  0.604
49 C 5.0934 -2.0434 -1.5154  -0.616
50 C 5.9342 -1.9545 -2.6138  -0.549
51 C 5.7918 -0.9072 -3.5171  -0.552
52 C 4.8119 0.0552 -3.3211  -0.656
53 C 3.9630 -0.0305 -2.2243  -0.487
54 H 4.8600 0.9550 1.1380  0.379
55 H 6.4838 1.3575 2.9403  0.412
56 H 6.7452 -0.2844 4.7668  0.398
57 H 5.3764 -2.3405 4.7957  0.416
58 H 3.7215 -2.7485 3.0150  0.446
59 H 1.1242 -0.3159 2.7907  0.595
60 H 1.3960 -1.7240 4.7679  0.500
61 H 0.8519 -4.1394 4.6632  0.426
62 H 0.0262 -5.1255 2.5539  0.456
63 H -0.3256 -3.7365 0.5933  0.300
64 H 5.2059 -2.8701 -0.8234  0.392
65 H 6.7049 -2.6993 -2.7639  0.454
66 H 6.4548 -0.8380 -4.3696  0.435
67 H 4.7122 0.8793 -4.0159  0.468
68 H 3.2037 0.7266 -2.0698  0.396

For the HOMO-LUMO gap (spin up / spin down), the calculation gives 5.92 / 5.42 eV. As for the spin multiplicity: 3. The calculation puts the HOMO energy (spin up / spin down) at -10.832 / -10.939 eV. Its charge is +1.

***

model two is the most stable structure; the next one sits 117.9 kJ/mol above it.

***

Model one:
The following is a quantum chemistry calculation of the molecule C8H9NO5S, from the Open Molecules 2025 dataset.

Last column: Mulliken charge in e.
Element x y z (Å)
1 C -1.3015 -0.3927 2.7443  -0.619
2 C 0.0224 -0.5122 2.8829  -0.341
3 C -1.8282 -0.6286 1.4196  0.614
4 C 0.6844 -0.9038 -1.5623  1.056
5 C 0.2781 1.1617 -0.2548  0.470
6 C 1.0722 -2.3386 -3.4160  -0.702
7 C -0.1133 3.1976 1.0183  -0.625
8 C -0.0493 0.3260 -1.3069  -0.623
9 N -0.8516 -1.1246 0.6392  -0.313
10 O -3.0084 -0.5724 1.0987  -0.602
11 O 1.6008 -1.4329 -0.8662  -0.696
12 O 1.0848 0.6538 0.6735  -0.391
13 O 0.2712 -1.4463 -2.7262  -0.310
14 O -0.1589 2.4325 -0.1595  -0.341
15 S 0.5943 -0.9722 1.1724  0.292
16 H -1.9447 -0.1899 3.4901  0.567
17 H 0.7673 -0.5266 3.6343  0.475
18 H 0.5335 -2.8911 -4.1160  0.264
19 H 1.5852 -3.0755 -2.6917  0.274
20 H 1.8296 -1.8286 -3.9125  0.339
21 H 0.1729 2.6419 1.9679  0.229
22 H -1.0275 3.7241 1.4705  0.269
23 H 0.5281 4.0817 0.8701  0.299
24 H -0.7413 0.6166 -2.0698  0.415

For the HOMO-LUMO gap, the calculation gives 7.76 eV. The calculation puts the HOMO energy at -8.718 eV. Its charge is 0.

***

Model two:
The following is a quantum chemistry calculation of the molecule C8H9NO5S, from the Open Molecules 2025 dataset.

Last column: Mulliken charge in e.
Element x y z (Å)
1 N 2.3734 -2.1307 -0.4571  -0.546
2 S 2.0839 -2.6697 1.1053  1.148
3 O 2.4415 -1.5456 2.0073  -0.579
4 O 3.0836 -3.7345 1.1525  -0.604
5 O 0.5404 -3.0624 0.9307  -0.238
6 C -0.4451 -2.0136 1.1354  -0.834
7 C -0.6387 -1.0638 -0.1687  0.360
8 O 0.4644 -0.1420 -0.4008  -0.234
9 C -0.0982 1.0735 -0.5558  0.567
10 C 0.3152 2.4031 -0.9934  -0.946
11 C -0.5537 3.4473 -1.0220  -0.509
12 C -1.9191 3.2270 -0.6502  -0.544
13 C -2.2659 1.9734 -0.2348  -0.502
14 C -1.4062 0.9382 -0.1905  0.703
15 O -1.9182 -0.3555 -0.0097  -0.453
16 H 3.3950 -2.1887 -0.5294  0.321
17 H 2.0550 -1.1795 -0.4878  0.365
18 H -0.4752 -1.4793 1.9980  0.456
19 H -1.4216 -2.5061 1.2061  0.387
20 H -0.7402 -1.7467 -1.0034  0.215
21 H 1.4062 2.6162 -0.9790  0.281
22 H -0.3449 4.4518 -1.2692  0.431
23 H -2.6525 3.9995 -0.6542  0.412
24 H -3.2788 1.6885 0.0710  0.344

For the HOMO-LUMO gap, the calculation gives 9.44 eV. The calculation puts the HOMO energy at -8.817 eV. Its charge is 0.

***

model two is the most stable structure; the next one sits 158.7 kJ/mol above it.

***

Model one:
The following is a quantum chemistry calculation of the molecule CH5N5, from the Open Molecules 2025 dataset.

Last column: Mulliken charge in e.
Element x y z (Å)
1 H 0.1790 2.2146 0.5087  0.321
2 N -0.6229 2.2112 1.1596  -0.436
3 N -1.1775 1.1450 1.3402  -0.356
4 N -0.7461 -0.0116 0.7777  0.147
5 C 0.1900 -0.2267 -0.2009  0.534
6 N 0.0514 -1.6177 -0.5749  -0.553
7 N 0.9759 0.6646 -0.6249  -0.680
8 H 1.6598 0.3504 -1.3052  0.213
9 H -1.2878 -0.9014 0.8826  0.312
10 H 0.9140 -2.1231 -0.3932  0.249
11 H -0.1357 -1.7055 -1.5698  0.250

For the HOMO-LUMO gap, the calculation gives 9.57 eV. The calculation puts the HOMO energy at -8.965 eV. Its charge is 0.

***

Model two:
The following is a quantum chemistry calculation of the molecule CH5N5, from the Open Molecules 2025 dataset.

Last column: Mulliken charge in e.
Element x y z (Å)
1 C 2.4761 0.0081 -0.0605  -0.568
2 N 1.1412 -0.5849 -0.0254  -0.097
3 N 0.2327 0.2856 0.0848  -0.112
4 N -0.9229 -0.4957 -0.0702  -0.182
5 N -1.7617 0.1672 0.6259  -0.021
6 N -2.9994 -0.0468 0.1415  -0.340
7 H 3.1246 -0.6296 -0.6690  0.245
8 H 2.8820 0.0528 0.9541  0.240
9 H 2.5000 1.0092 -0.5034  0.299
10 H -3.0305 -0.4892 -0.7723  0.286
11 H -3.6420 0.7233 0.2945  0.250

For the HOMO-LUMO gap, the calculation gives 9.33 eV. The calculation puts the HOMO energy at -9.266 eV. Its charge is 0.

***

model one is the most stable structure; the next one sits 198.6 kJ/mol above it.